# 1
C31H70F27N5O5P4S | ωB97M-V/def2-TZVPD

Atoms and positions in Å:
C: -5.596 4.111 1.007
C: -5.704 5.267 1.950
O: -5.796 6.404 1.645
N: -5.668 4.931 3.468
H: -6.260 5.589 3.980
H: -6.312 4.140 3.569
C: -4.274 4.829 4.045
H: -5.895 4.247 -0.028
H: -6.120 3.257 1.440
H: -4.550 3.793 0.955
H: -3.726 5.763 3.946
H: -3.714 3.995 3.638
H: -4.393 4.651 5.113
C: 7.839 0.500 1.356
C: 7.376 -0.489 2.390
O: 7.752 -1.607 2.488
N: 6.420 0.025 3.441
H: 6.580 -0.577 4.253
H: 6.581 0.948 3.846
C: 4.957 -0.196 3.076
H: 8.692 1.065 1.743
H: 7.095 1.267 1.122
H: 8.183 0.119 0.398
H: 4.779 -1.255 2.921
H: 4.582 0.551 2.385
H: 4.501 0.017 4.046
C: 2.499 0.139 0.572
C: 1.189 0.855 0.262
C: 0.011 -0.070 0.594
N: -1.313 0.676 0.518
C: -1.457 1.711 1.623
C: -2.512 -0.235 0.607
C: -3.665 0.454 -0.137
C: -2.987 1.374 -1.183
C: -1.496 1.391 -0.810
H: 2.591 -0.672 -0.159
H: 2.438 -0.429 1.504
H: 3.330 0.832 0.506
H: 1.181 1.027 -0.816
H: 1.239 1.808 0.788
H: 0.129 -0.426 1.618
H: -0.025 -0.887 -0.122
H: -1.259 1.251 2.591
H: -2.482 2.069 1.555
H: -0.784 2.563 1.538
H: -2.677 -0.352 1.682
H: -2.304 -1.255 0.281
H: -4.277 1.022 0.560
H: -4.271 -0.287 -0.655
H: -3.488 2.338 -1.234
H: -3.008 0.966 -2.194
H: -1.171 2.423 -0.686
H: -0.884 0.841 -1.521
C: -1.644 -1.602 -7.356
C: -0.816 -0.356 -7.101
C: 0.445 -0.645 -6.246
N: 1.117 0.640 -5.778
C: 1.529 1.599 -6.882
C: 2.353 0.300 -4.966
C: 2.499 1.517 -4.082
C: 1.158 2.151 -3.728
C: 0.235 1.453 -4.806
H: -2.579 -1.392 -7.871
H: -1.936 -2.032 -6.392
H: -1.059 -2.379 -7.848
H: -1.479 0.394 -6.674
H: -0.457 -0.112 -8.104
H: 1.221 -1.087 -6.869
H: 0.195 -1.225 -5.360
H: 2.375 1.097 -7.351
H: 1.980 2.539 -6.570
H: 0.624 1.775 -7.453
H: 3.222 0.204 -5.612
H: 2.080 -0.601 -4.418
H: 3.141 2.246 -4.579
H: 3.086 1.299 -3.189
H: 1.195 3.226 -3.863
H: 0.820 1.804 -2.756
H: -0.319 2.204 -5.368
H: -0.537 0.829 -4.358
C: -3.655 -4.233 1.391
C: -2.166 -4.230 0.952
C: -1.267 -4.993 1.919
N: 0.208 -4.964 1.515
C: 0.751 -3.554 1.746
C: 0.387 -5.551 0.117
C: 1.814 -6.030 0.099
C: 2.274 -6.299 1.543
C: 1.098 -5.841 2.389
H: -3.906 -3.960 2.418
H: -4.166 -5.190 1.277
H: -4.132 -3.468 0.780
H: -1.867 -3.180 0.953
H: -2.193 -4.506 -0.101
H: -1.555 -6.040 2.035
H: -1.247 -4.675 2.963
H: 0.425 -3.185 2.713
H: 0.136 -3.020 1.019
H: 1.785 -3.465 1.432
H: 0.155 -4.804 -0.638
H: -0.219 -6.458 0.114
H: 2.428 -5.236 -0.334
H: 1.990 -6.867 -0.575
H: 3.179 -5.737 1.772
H: 2.565 -7.339 1.690
H: 1.485 -5.382 3.297
H: 0.451 -6.646 2.743
C: -5.863 -0.623 3.135
F: -5.166 -1.764 3.300
F: -5.935 -0.411 1.820
F: -7.090 -0.725 3.621
S: -4.851 0.816 3.975
O: -3.520 0.236 4.121
O: -4.814 1.990 3.104
O: -5.536 1.036 5.241
P: 1.341 -0.803 4.650
F: 2.205 -1.820 3.708
F: 0.054 -0.935 3.657
F: 0.823 -2.014 5.554
F: 0.479 0.295 5.484
F: 2.562 -0.408 5.664
F: 1.964 0.426 3.740
P: 0.449 -2.530 -2.775
F: 0.455 -4.147 -2.911
F: -0.856 -2.631 -3.719
F: -0.467 -2.637 -1.440
F: 0.485 -0.909 -2.701
F: 1.710 -2.583 -1.742
F: 1.456 -2.421 -4.067
P: 4.815 3.148 -1.209
F: 4.593 1.513 -1.228
F: 4.621 3.011 -2.815
F: 3.163 3.334 -1.099
F: 5.001 4.766 -1.165
F: 4.996 3.139 0.389
F: 6.407 3.050 -1.375
P: -1.211 5.880 1.710
F: -0.166 6.611 2.709
F: -0.829 7.006 0.616
F: -0.037 4.902 1.173
F: -2.269 5.187 0.672
F: -1.550 4.783 2.862
F: -2.501 6.769 2.214

Values from the calculation:
Net charge: 0
Spin multiplicity: 1
HOMO energy in hartree: -0.329
E_LUMO in eV: -0.8
ΔE to the lowest compared entry with this formula, charge and spin in eV: 0.000
HOMO-LUMO gap in eV: 8.1

Results of the Mulliken charge analysis, in e, for atoms 1 through 6: -0.38, 0.30, -0.42, -0.06, 0.41, 0.37

---

# 2
C31H71F3N4O3 | ωB97M-V/def2-TZVPD

Atoms and positions in Å:
C: 7.257 -13.199 -12.953
C: 5.811 -12.932 -12.561
N: 5.315 -11.627 -13.022
C: 6.107 -10.447 -12.726
C: 6.261 -10.210 -11.230
C: 3.912 -11.573 -12.748
C: 3.279 -10.364 -13.639
H: 7.295 -13.064 -14.034
H: 7.606 -14.184 -12.643
H: 7.956 -12.543 -12.434
H: 5.223 -13.725 -13.024
H: 5.768 -12.999 -11.474
H: 7.047 -10.555 -13.268
H: 5.751 -9.470 -13.052
H: 6.993 -9.403 -11.181
H: 5.404 -9.805 -10.692
H: 6.692 -11.066 -10.710
H: 3.679 -11.390 -11.698
H: 3.447 -12.518 -13.027
H: 3.157 -10.792 -14.634
H: 3.832 -9.428 -13.562
H: 2.263 -10.209 -13.274
C: 2.749 -5.815 -6.842
C: 1.503 -6.133 -7.663
N: 1.202 -7.616 -7.916
C: 1.208 -8.446 -6.727
C: -0.029 -8.090 -5.853
C: 2.191 -8.105 -8.870
C: 1.530 -9.251 -9.642
H: 2.679 -4.764 -6.560
H: 3.593 -5.853 -7.531
H: 2.948 -6.404 -5.947
H: 0.607 -5.769 -7.161
H: 1.521 -5.499 -8.549
H: 1.111 -9.498 -6.995
H: 2.060 -8.321 -6.059
H: -0.052 -7.118 -5.361
H: -0.937 -8.100 -6.456
H: -0.135 -8.918 -5.152
H: 3.153 -8.260 -8.382
H: 2.448 -7.336 -9.600
H: 2.189 -9.551 -10.457
H: 0.670 -8.974 -10.251
H: 1.318 -10.134 -9.039
C: -1.426 -7.624 -16.899
C: -0.373 -8.521 -17.581
N: 0.233 -9.486 -16.681
C: 1.396 -10.070 -17.301
C: 2.628 -9.151 -17.108
C: -0.696 -10.602 -16.422
C: -0.504 -11.457 -15.156
H: -2.135 -7.251 -17.637
H: -1.010 -6.916 -16.182
H: -2.073 -8.234 -16.268
H: -0.839 -9.019 -18.432
H: 0.333 -7.802 -17.995
H: 1.661 -10.997 -16.793
H: 1.114 -10.225 -18.342
H: 2.785 -8.945 -16.049
H: 3.520 -9.631 -17.511
H: 2.427 -8.194 -17.590
H: -0.668 -11.265 -17.287
H: -1.747 -10.317 -16.477
H: -0.921 -10.909 -14.311
H: 0.543 -11.651 -14.922
H: -0.950 -12.448 -15.247
C: -3.103 -5.643 -14.657
C: -3.582 -4.796 -13.453
N: -2.473 -4.145 -12.729
C: -2.875 -3.457 -11.503
C: -3.684 -4.269 -10.467
C: -1.659 -3.242 -13.612
C: -2.480 -2.296 -14.485
H: -4.019 -6.184 -14.894
H: -2.399 -6.430 -14.385
H: -2.808 -5.048 -15.521
H: -4.413 -4.127 -13.680
H: -4.013 -5.537 -12.781
H: -3.442 -2.564 -11.765
H: -2.024 -3.047 -10.958
H: -3.912 -3.680 -9.578
H: -3.087 -5.127 -10.157
H: -4.651 -4.622 -10.824
H: -0.933 -2.717 -12.991
H: -1.067 -3.816 -14.325
H: -1.924 -1.388 -14.720
H: -2.709 -2.799 -15.424
H: -3.421 -2.013 -14.012
C: -2.266 -8.568 -9.149
C: -2.652 -9.192 -10.427
O: -1.622 -10.091 -10.803
C: -1.462 -11.326 -10.369
O: -2.191 -11.803 -9.453
C: -0.303 -12.127 -10.973
F: 0.545 -12.242 -9.966
F: -0.747 -13.323 -11.293
F: 0.293 -11.553 -12.024
H: -3.057 -7.924 -8.766
H: -1.431 -7.899 -9.357
H: -2.042 -9.291 -8.365
H: -2.660 -8.481 -11.252
H: -3.604 -9.719 -10.356
C: 0.240 -6.142 -11.718
C: 0.972 -7.211 -12.561
O: 2.222 -7.214 -12.690
C: 0.252 -8.251 -13.407
H: 0.413 -6.225 -10.645
H: -0.835 -6.108 -11.893
H: 0.737 -5.229 -12.046
H: 1.027 -8.667 -14.051
H: -0.604 -7.878 -13.969
H: -0.140 -9.084 -12.825

Values from the calculation:
Net charge: +1
Spin multiplicity: 2
HOMO energy (alpha / beta) in hartree: -0.366 / -0.366
E_LUMO (alpha / beta) in eV: -2.2 / -6.8
HOMO-LUMO gap (alpha / beta) in eV: 7.7 / 3.2

Results of the Mulliken charge analysis, in e, for atoms 1 through 6: -1.39, -0.31, 0.53, -0.51, -1.04, -0.97

---

# 3
C31H73ClN11O19 | ωB97M-V/def2-TZVPD

Atoms and positions in Å:
C: -10.288 42.010 -19.464
C: -11.717 41.496 -19.326
C: -12.131 40.575 -20.476
N: -13.596 40.074 -20.577
C: -13.987 39.419 -19.246
C: -13.605 39.056 -21.717
C: -14.175 39.749 -22.944
C: -14.317 41.198 -22.570
C: -14.634 41.123 -21.108
H: -10.272 42.932 -20.045
H: -9.570 41.258 -19.789
H: -9.892 42.274 -18.483
H: -12.394 42.329 -19.136
H: -11.788 40.978 -18.370
H: -11.556 39.660 -20.334
H: -11.724 40.923 -21.424
H: -13.325 38.556 -19.166
H: -15.045 39.160 -19.283
H: -13.822 40.218 -18.523
H: -14.191 38.180 -21.441
H: -12.629 38.624 -21.936
H: -15.226 39.484 -23.060
H: -13.536 39.631 -23.819
H: -15.102 41.703 -23.133
H: -13.371 41.680 -22.813
H: -15.545 40.596 -20.824
H: -14.553 41.959 -20.413
C: -4.468 27.443 -15.267
C: -4.298 25.937 -15.462
C: -2.976 25.327 -14.813
N: -2.396 23.994 -15.494
C: -3.517 22.874 -15.422
C: -1.116 23.521 -14.676
C: -0.400 22.598 -15.708
C: -0.508 23.473 -16.986
C: -1.881 24.215 -16.911
H: -4.340 27.863 -14.269
H: -5.459 27.729 -15.617
H: -3.781 27.999 -15.904
H: -4.149 25.753 -16.526
H: -5.215 25.460 -15.115
H: -3.151 25.077 -13.767
H: -2.152 26.026 -14.670
H: -4.178 23.149 -16.245
H: -3.990 22.874 -14.440
H: -3.087 21.877 -15.507
H: -1.516 23.001 -13.806
H: -0.450 24.317 -14.341
H: -0.748 21.566 -15.677
H: 0.678 22.553 -15.555
H: -0.511 22.822 -17.860
H: 0.395 24.075 -17.084
H: -2.587 23.989 -17.709
H: -1.681 25.286 -16.954
C: -1.290 32.728 -19.201
C: -2.484 31.796 -19.173
N: -3.701 32.528 -19.412
C: -4.595 32.449 -20.468
C: -5.723 33.306 -20.206
N: -5.409 34.026 -19.041
C: -4.219 33.434 -18.534
C: -6.221 35.060 -18.524
H: -1.198 33.159 -20.199
H: -0.354 32.216 -18.981
H: -1.483 33.603 -18.580
H: -2.445 31.328 -18.189
H: -2.407 30.980 -19.891
H: -4.394 31.891 -21.370
H: -6.656 33.335 -20.749
H: -3.760 33.663 -17.584
H: -6.578 35.620 -19.388
H: -5.622 35.672 -17.850
H: -7.118 34.693 -18.024
Cl: 3.490 28.550 -15.860
O: 3.354 29.295 -14.669
O: 2.228 28.433 -16.514
O: 4.409 29.385 -16.571
O: 3.951 27.346 -15.358
C: -11.268 31.936 -18.763
C: -12.072 33.072 -19.446
O: -11.375 34.149 -20.012
H: -10.423 31.617 -19.373
H: -11.824 31.038 -18.490
H: -10.790 32.187 -17.816
H: -12.683 33.484 -18.643
H: -12.658 32.561 -20.210
C: -5.899 33.616 -11.664
N: -6.375 33.939 -13.029
O: -6.832 33.019 -13.704
O: -6.204 35.078 -13.488
H: -6.762 33.780 -11.019
H: -5.218 34.443 -11.465
H: -5.452 32.622 -11.688
C: 3.875 36.851 -16.503
N: 3.598 35.410 -16.746
O: 3.349 34.689 -15.723
O: 3.605 35.083 -17.903
H: 4.124 37.235 -17.491
H: 4.663 37.012 -15.767
H: 2.947 37.382 -16.288
C: -8.004 40.824 -12.467
N: -7.871 41.228 -13.871
O: -7.844 40.331 -14.670
O: -7.595 42.413 -14.037
H: -7.656 39.804 -12.306
H: -9.074 40.779 -12.268
H: -7.441 41.392 -11.726
C: -10.251 33.529 -24.921
N: -9.991 32.059 -24.947
O: -9.092 31.633 -24.273
O: -10.653 31.352 -25.679
H: -11.247 33.586 -24.483
H: -10.312 33.976 -25.914
H: -9.478 33.981 -24.299
C: 1.392 37.833 -23.181
N: 1.039 38.779 -22.099
O: 1.233 38.354 -20.981
O: 0.440 39.755 -22.358
H: 0.743 37.810 -24.056
H: 1.492 36.837 -22.748
H: 2.378 38.104 -23.558
C: -12.566 35.685 -14.392
N: -12.195 37.093 -14.037
O: -13.007 37.955 -14.314
O: -11.249 37.197 -13.333
H: -12.317 35.549 -15.445
H: -13.631 35.587 -14.183
H: -12.012 34.986 -13.766
C: -3.076 40.245 -15.392
N: -2.488 38.858 -15.456
O: -1.855 38.530 -14.506
O: -2.628 38.134 -16.426
H: -3.562 40.250 -14.417
H: -3.768 40.418 -16.217
H: -2.252 40.958 -15.430

Values from the calculation:
Net charge: +1
Spin multiplicity: 1
HOMO energy in hartree: -0.233
E_LUMO in eV: -2.2
HOMO-LUMO gap in eV: 4.1

Results of the Mulliken charge analysis, in e, for atoms 1 through 6: -1.41, -0.56, -0.83, 0.24, -1.08, -0.60